C30H29N7O6STc as an isolated structure, computed with the ωB97M-V functional and the def2-TZVPD basis.

Properties
- E_HOMO (alpha / beta) (eV) = -7.4 / -7.5
- multiplicity = 2
- expectation value of S² = 0.94

Element x y z (Å)
Tc (0.54, -0.26, 1.82)
N (5.00, -0.82, 1.98)
C (3.64, -0.86, 1.89)
S (2.71, 0.40, 2.64)
N (3.04, -1.84, 1.28)
N (1.73, -1.75, 1.27)
C (1.05, -2.80, 0.59)
C (-0.25, -3.40, 1.20)
C (-0.33, -4.89, 1.31)
C (-1.36, -5.47, 1.95)
C (-2.30, -4.67, 2.68)
C (-2.04, -3.36, 2.93)
C (-0.87, -2.74, 2.40)
O (-0.40, -1.72, 2.95)
H (5.40, 0.06, 2.25)
H (5.52, -1.37, 1.30)
H (1.78, -3.56, 0.30)
H (0.40, -5.47, 0.77)
H (-1.48, -6.54, 1.95)
H (-3.19, -5.13, 3.09)
H (-2.64, -2.79, 3.62)
O (0.33, -2.30, -0.56)
C (-0.89, -2.96, -0.20)
C (-2.13, -2.14, -0.25)
C (-3.20, -2.59, -1.00)
C (-4.40, -1.89, -1.02)
C (-4.56, -0.76, -0.22)
C (-3.50, -0.28, 0.50)
C (-2.23, -0.90, 0.44)
O (-1.21, -0.31, 0.97)
N (-5.45, -2.31, -1.91)
O (-5.25, -3.28, -2.62)
O (-6.49, -1.67, -1.90)
H (-1.02, -3.85, -0.84)
H (-3.12, -3.49, -1.60)
H (-5.52, -0.27, -0.19)
H (-3.60, 0.60, 1.12)
N (3.86, 1.72, -5.42)
C (4.25, 2.19, -4.21)
O (5.09, 3.07, -4.10)
C (3.61, 1.57, -3.00)
C (2.74, 0.48, -3.04)
C (2.22, 0.00, -1.84)
N (2.52, 0.52, -0.66)
C (3.35, 1.56, -0.63)
C (3.92, 2.11, -1.76)
H (4.28, 2.11, -6.24)
H (3.16, 1.01, -5.54)
H (2.45, -0.01, -3.95)
H (1.54, -0.83, -1.83)
H (3.57, 1.96, 0.36)
H (4.59, 2.96, -1.72)
C (-0.48, 3.25, -2.45)
N (-0.91, 3.21, -1.06)
C (-2.21, 2.61, -0.90)
C (0.09, 2.57, -0.22)
C (-0.12, 2.81, 1.25)
C (-0.60, 4.05, 1.67)
C (-0.77, 4.33, 3.01)
C (-0.42, 3.39, 3.96)
C (0.08, 2.16, 3.56)
C (0.20, 1.83, 2.21)
H (-1.24, 3.74, -3.05)
H (-0.30, 2.24, -2.86)
H (0.44, 3.82, -2.52)
H (-2.94, 3.11, -1.54)
H (-2.53, 2.71, 0.13)
H (-2.20, 1.53, -1.16)
H (1.06, 2.99, -0.49)
H (0.13, 1.48, -0.41)
H (-0.84, 4.78, 0.91)
H (-1.16, 5.30, 3.31)
H (-0.52, 3.61, 5.02)
H (0.39, 1.45, 4.32)

---

A 2-piece molecular cluster, CN2O2S2 overall, computed with the ωB97M-V functional and the def2-TZVPD basis.

Properties
- E_HOMO (alpha / beta) (eV) = -10.3 / -9.8

Element x y z (Å)
C (1.16, -0.26, -1.08)
N (2.06, -0.60, -0.46)
N (-1.00, -0.33, 1.23)
O (-0.63, -1.41, 0.83)
O (-1.18, 0.09, 2.35)
S (-0.09, 0.43, -1.96)
S (-0.32, 2.08, -0.92)

---

A 2-piece molecular cluster, C4H8N3OP overall, computed with the ωB97M-V functional and the def2-TZVPD basis.

Properties
- E_HOMO (eV) = -8.0

Element x y z (Å)
C (-3.30, -0.98, -0.50)
C (-2.03, -1.42, -0.57)
C (-2.12, 0.22, 0.79)
C (1.50, 0.12, -1.24)
N (-3.33, 0.11, 0.35)
N (-1.29, -0.69, 0.27)
N (1.67, -2.47, -0.29)
O (1.82, -0.39, 1.35)
P (1.27, -0.98, 0.15)
H (-4.18, -1.13, -1.19)
H (-1.60, -2.38, -1.01)
H (-1.80, 1.01, 1.37)
H (1.37, -0.28, -2.21)
H (1.15, 1.04, -0.89)
H (2.55, 0.46, -1.23)
H (1.02, -2.92, -0.93)
H (2.09, -3.19, 0.26)

---

Table of maximum force (eV Å⁻¹), in record order: 2.3 1.8 4.2
Table of E (hartree), in record order: -2474.12404 -1094.30222 -738.02720